No. 1
This record from the OMol25 dataset describes a structure of composition C40H40As2N5O2ReS3. The level of theory is ωB97M-V/def2-TZVPD.

Geometry (Å):
Re  0.112  -0.331  0.150
O  3.486  0.590  -2.687
C  4.344  -0.343  -2.206
C  5.598  -0.390  -2.799
C  6.518  -1.336  -2.402
C  6.208  -2.265  -1.408
C  4.969  -2.232  -0.824
C  4.016  -1.266  -1.204
C  2.705  -1.324  -0.583
O  1.929  -0.208  -0.555
N  2.256  -2.381  -0.040
N  0.960  -2.225  0.501
C  0.615  -3.434  0.961
S  -0.781  -3.786  1.899
C  -0.635  -5.587  1.742
C  0.839  -5.918  1.740
S  1.702  -4.726  0.684
H  2.682  0.597  -2.147
H  5.821  0.325  -3.581
H  7.493  -1.359  -2.872
H  6.936  -3.003  -1.103
H  4.711  -2.941  -0.048
H  -1.123  -5.887  0.817
H  -1.160  -6.026  2.590
H  1.024  -6.908  1.327
H  1.272  -5.864  2.738
C  -1.606  3.081  0.106
C  -0.158  3.503  0.134
As  0.946  2.050  0.808
C  2.740  2.575  0.483
C  3.054  3.221  -0.710
C  4.338  3.703  -0.897
C  5.294  3.534  0.097
C  4.976  2.878  1.281
C  3.694  2.395  1.482
C  0.682  1.857  2.699
C  0.215  2.906  3.485
C  0.061  2.722  4.853
C  0.381  1.500  5.437
C  0.870  0.457  4.657
C  1.021  0.632  3.285
As  -1.739  1.331  -0.757
C  -3.608  0.950  -0.590
C  -4.263  1.223  0.609
C  -5.640  1.074  0.685
C  -6.356  0.655  -0.431
C  -5.697  0.383  -1.624
C  -4.320  0.531  -1.710
C  -1.311  1.575  -2.601
C  -0.395  0.720  -3.211
C  -0.052  0.913  -4.541
C  -0.624  1.958  -5.254
C  -1.544  2.807  -4.646
C  -1.891  2.620  -3.318
H  -2.242  3.764  -0.453
H  -2.023  2.977  1.107
H  0.048  4.385  0.739
H  0.211  3.704  -0.872
H  2.325  3.345  -1.501
H  4.595  4.206  -1.820
H  6.295  3.917  -0.052
H  5.725  2.753  2.051
H  3.445  1.898  2.412
H  -0.020  3.870  3.052
H  -0.293  3.539  5.468
H  0.273  1.369  6.506
H  1.161  -0.479  5.117
H  1.479  -0.164  2.703
H  -3.721  1.563  1.484
H  -6.158  1.300  1.608
H  -7.432  0.553  -0.373
H  -6.258  0.074  -2.497
H  -3.812  0.333  -2.646
H  0.043  -0.118  -2.674
H  0.657  0.250  -5.020
H  -0.357  2.111  -6.292
H  -1.992  3.615  -5.210
H  -2.616  3.281  -2.858
C  -4.456  -4.518  -0.453
C  -4.220  -3.074  -0.900
C  -3.388  -2.301  0.067
N  -2.247  -1.779  -0.199
N  -1.698  -1.130  0.890
C  -2.450  -1.150  1.981
N  -2.127  -0.578  3.138
S  -3.905  -2.026  1.716
H  -5.083  -5.032  -1.178
H  -4.966  -4.567  0.512
H  -3.514  -5.062  -0.377
H  -5.172  -2.553  -1.024
H  -3.703  -3.037  -1.860
H  -1.250  -0.087  3.259
H  -2.720  -0.678  3.946

Properties
Multiplicity: 4
Calculated total energy: -209962.891 eV
Total charge: +3
LUMO (alpha / beta): -9.365 / -9.860 eV
Energy above the lowest of the compared OMol25 structures with the same formula, charge and spin: 0.870 eV

Computed Mulliken charges, given in elementary charges: 0.644, -0.632, 0.763, -0.677, -0.369, -0.884, -0.820, -0.006, 0.698, 0.506, -0.632, 0.362, 0.108, 0.135, -0.566, -0.654, 0.126, 0.018, 0.506, 0.439, 0.445, 0.475, 0.214, 0.517, 0.464, 0.341, -0.926, -1.297, 1.174, 0.912, -0.422, -0.831, -0.601, -0.821, -0.583, 0.802, -0.694, -0.658, -0.776, -0.493, -0.776, 1.207, 0.489, -0.364, -0.901, -0.543, -0.940, -0.594, 0.367, -0.313, -0.789, -0.591, -0.775, -0.524, 0.712, 0.586, 0.672, 0.493, 0.224, 0.459, 0.445, 0.456, 0.396, 0.468, 0.477, 0.462, 0.494, 0.380, 0.243, 0.478, 0.465, 0.488, 0.534, 0.439, 0.485, 0.445, 0.459, 0.419, -1.190, -0.610, 0.501, -0.479, 0.731, 0.276, -0.294, -0.215, 0.424, 0.416, 0.215, 0.236, 0.352, -0.044, 0.244

No. 2
This record from the OMol25 dataset describes a structure of composition C40H40AsF6P2RhSbSi. The level of theory is ωB97M-V/def2-TZVPD.

Geometry (Å):
Rh  -0.182  0.242  -0.188
C  1.398  -3.237  0.257
Si  -0.059  -2.085  0.464
C  -0.416  -2.035  2.298
C  0.027  -3.000  3.208
C  -0.382  -2.953  4.531
C  -1.248  -1.951  4.966
C  -1.696  -0.986  4.082
C  -1.254  -1.029  2.762
P  -1.823  0.130  1.520
C  -3.568  -0.284  1.316
C  -4.575  0.647  1.574
C  -5.902  0.246  1.559
C  -6.232  -1.077  1.311
C  -5.229  -2.014  1.092
C  -3.904  -1.622  1.099
C  -1.683  1.813  2.102
C  -0.841  2.128  3.172
C  -0.668  3.449  3.547
C  -1.314  4.463  2.849
C  -2.133  4.158  1.769
C  -2.313  2.842  1.389
C  -1.387  -2.965  -0.523
C  -1.814  -4.270  -0.263
C  -2.710  -4.893  -1.113
C  -3.173  -4.241  -2.256
C  -2.752  -2.956  -2.540
C  -1.883  -2.323  -1.649
P  -1.254  -0.672  -1.938
C  -0.122  -0.750  -3.329
C  1.010  -1.556  -3.184
C  1.881  -1.733  -4.242
C  1.626  -1.105  -5.457
C  0.496  -0.315  -5.610
C  -0.385  -0.138  -4.553
C  -2.625  0.439  -2.257
C  -2.415  1.740  -2.729
C  -3.490  2.587  -2.923
C  -4.780  2.150  -2.655
C  -5.001  0.855  -2.201
C  -3.932  0.001  -2.000
H  0.989  -4.218  0.518
H  2.223  -3.044  0.935
H  1.771  -3.335  -0.760
H  0.686  -3.796  2.889
H  -0.032  -3.700  5.230
H  -1.573  -1.926  5.997
H  -2.366  -0.204  4.420
H  -4.340  1.674  1.802
H  -6.678  0.972  1.761
H  -7.269  -1.386  1.311
H  -5.479  -3.053  0.931
H  -3.134  -2.365  0.945
H  -0.337  1.347  3.728
H  -0.031  3.690  4.387
H  -1.174  5.494  3.143
H  -2.611  4.950  1.209
H  -2.927  2.616  0.524
H  -1.451  -4.804  0.607
H  -3.043  -5.900  -0.900
H  -3.859  -4.742  -2.924
H  -3.101  -2.453  -3.432
H  1.198  -2.066  -2.243
H  2.749  -2.369  -4.131
H  2.303  -1.243  -6.288
H  0.291  0.160  -6.559
H  -1.274  0.457  -4.699
H  -1.419  2.093  -2.942
H  -3.318  3.590  -3.287
H  -5.617  2.815  -2.814
H  -6.006  0.507  -2.012
H  -4.118  -1.004  -1.660
F  0.506  2.389  0.418
As  0.598  3.512  -1.012
F  -1.120  3.610  -0.966
F  0.767  4.842  0.028
F  0.682  4.358  -2.479
F  2.301  3.225  -0.998
F  0.413  1.938  -1.888
C  3.305  1.348  1.157
Sb  2.601  0.126  -0.416
C  3.317  0.819  -2.286
C  3.983  -1.460  -0.172
H  4.388  1.398  1.047
H  3.060  0.867  2.103
H  2.869  2.339  1.103
H  3.837  -0.018  -2.748
H  4.002  1.635  -2.074
H  2.504  1.167  -2.913
H  4.940  -1.001  -0.418
H  3.806  -2.285  -0.850
H  4.018  -1.808  0.854

Properties
Multiplicity: 2
Calculated total energy: -155264.828 eV
Total charge: +2
LUMO (alpha / beta): -7.159 / -8.475 eV

Computed Mulliken charges, given in elementary charges: -1.206, -1.532, 1.770, 0.389, -0.608, -0.861, -0.919, -0.264, -0.566, 1.824, 1.253, -0.866, -0.869, -0.800, -0.743, -0.277, 1.069, -1.059, -0.839, -0.696, -0.902, -0.551, -0.318, -0.444, -0.988, -0.957, -0.191, 0.703, 1.315, 1.558, -0.679, -0.944, -0.615, -0.846, -0.634, 1.471, -0.678, -1.047, -0.856, -0.663, -0.965, 0.506, 0.440, 0.491, 0.456, 0.468, 0.477, 0.573, 0.575, 0.507, 0.449, 0.527, 0.254, 0.443, 0.463, 0.446, 0.438, 0.265, 0.496, 0.512, 0.469, 0.598, 0.154, 0.541, 0.461, 0.481, 0.485, 0.561, 0.494, 0.449, 0.531, 0.243, -0.488, 2.283, -0.413, -0.455, -0.449, -0.471, -0.472, -1.162, 1.232, -1.254, -1.461, 0.455, 0.404, 0.280, 0.592, 0.535, 0.189, 0.518, 0.474, 0.437

No. 3
This record from the OMol25 dataset describes a structure of composition C40H40AsHfN4O3S. The level of theory is ωB97M-V/def2-TZVPD.

Geometry (Å):
Hf  -1.257  -0.472  -0.062
O  -0.558  5.945  -0.480
C  0.390  5.313  0.340
C  -0.118  3.965  0.708
C  0.580  3.115  1.574
C  0.123  1.835  1.766
N  -1.003  1.357  1.193
C  -1.769  2.236  0.480
C  -1.334  3.512  0.192
C  -3.130  1.749  0.155
C  -4.183  2.620  -0.016
C  -5.479  2.121  -0.161
C  -6.626  3.059  -0.339
O  -6.146  4.374  -0.296
C  -5.648  0.737  -0.123
C  -4.550  -0.075  0.026
N  -3.299  0.402  0.160
H  -0.227  6.805  -0.756
H  0.595  5.884  1.255
H  1.343  5.155  -0.181
H  1.473  3.459  2.079
H  0.653  1.139  2.404
H  -1.913  4.188  -0.423
H  -4.039  3.690  -0.012
H  -7.367  2.861  0.446
H  -7.111  2.825  -1.297
H  -6.874  4.994  -0.417
H  -6.629  0.290  -0.212
H  -4.659  -1.151  0.038
S  -2.117  -1.964  -1.782
C  -3.001  -2.990  -0.594
C  -4.211  -3.533  -1.025
C  -4.893  -4.439  -0.228
C  -4.387  -4.807  1.013
C  -3.195  -4.261  1.460
C  -2.489  -3.366  0.660
As  -0.740  -2.696  1.172
C  0.352  -3.873  0.050
C  0.249  -5.241  0.296
C  0.861  -6.140  -0.560
C  1.581  -5.679  -1.654
C  1.698  -4.317  -1.890
C  1.076  -3.410  -1.045
C  -0.359  -3.176  3.013
C  0.841  -3.827  3.294
C  1.195  -4.042  4.616
C  0.367  -3.598  5.639
C  -0.824  -2.942  5.352
C  -1.181  -2.706  4.035
H  -4.594  -3.257  -2.000
H  -5.820  -4.866  -0.586
H  -4.912  -5.531  1.621
H  -2.779  -4.542  2.420
H  -0.321  -5.588  1.151
H  0.769  -7.202  -0.378
H  2.050  -6.381  -2.330
H  2.268  -3.961  -2.737
H  1.153  -2.356  -1.257
H  1.464  -4.186  2.483
H  2.118  -4.555  4.850
H  0.655  -3.762  6.669
H  -1.470  -2.612  6.154
H  -2.106  -2.189  3.802
C  5.279  4.945  -2.468
C  4.435  4.069  -3.386
N  4.103  2.770  -2.777
C  4.835  1.590  -3.250
C  6.314  1.602  -2.879
C  3.091  2.732  -1.914
O  2.366  3.677  -1.610
C  2.780  1.452  -1.158
C  3.650  0.946  -0.197
C  3.209  -0.061  0.651
C  1.911  -0.507  0.536
N  1.047  -0.014  -0.378
C  1.495  0.945  -1.206
H  5.469  5.901  -2.956
H  6.240  4.483  -2.247
H  4.755  5.136  -1.532
H  4.961  3.862  -4.316
H  3.497  4.571  -3.619
H  4.742  1.553  -4.337
H  4.352  0.697  -2.858
H  6.829  2.435  -3.354
H  6.783  0.684  -3.230
H  6.461  1.681  -1.801
H  4.653  1.343  -0.105
H  3.862  -0.484  1.401
H  1.563  -1.291  1.194
H  0.790  1.345  -1.928

Properties
Calculated total energy: -127190.588 eV
Total charge: +3
LUMO: -9.697 eV
Energy above the lowest of the compared OMol25 structures with the same formula, charge and spin: 0.997 eV

Computed Mulliken charges, given in elementary charges: 0.572, -0.518, -0.459, 0.506, -0.623, -0.564, -0.351, 0.251, -0.628, 0.445, -0.590, 0.143, -0.545, -0.499, -1.145, 0.060, 0.019, 0.345, 0.385, 0.181, 0.540, 0.611, 0.659, 0.685, 0.383, 0.390, 0.335, 0.522, 0.457, -0.264, -0.124, -0.651, -0.652, -0.742, -0.632, 0.700, 1.188, 0.953, -0.322, -0.917, -0.583, -0.826, -0.280, 0.552, -0.407, -0.789, -0.564, -0.767, -0.545, 0.513, 0.461, 0.456, 0.472, 0.520, 0.445, 0.437, 0.467, 0.435, 0.429, 0.461, 0.438, 0.439, 0.449, -1.004, -0.718, 0.159, -0.532, -1.072, 0.124, -0.663, 0.097, -0.043, -1.473, 0.055, 0.891, -0.727, 0.397, 0.295, 0.251, 0.382, 0.381, 0.408, 0.308, 0.331, 0.399, 0.258, 0.603, 0.523, 0.427, 0.624

No. 4
This record from the OMol25 dataset describes a structure of composition C40H40Cl2GeN3O4STl. The level of theory is ωB97M-V/def2-TZVPD.

Geometry (Å):
Tl  -0.216  0.368  -0.586
Cl  0.350  0.805  2.317
C  1.981  0.363  2.698
C  2.388  0.524  4.009
C  3.673  0.191  4.406
C  4.556  -0.311  3.464
C  4.140  -0.466  2.159
Cl  5.283  -1.095  1.026
C  2.845  -0.142  1.701
S  2.435  -0.369  0.048
H  1.677  0.921  4.716
H  3.983  0.322  5.430
H  5.565  -0.582  3.738
O  -0.944  -2.824  -3.783
C  -0.698  -1.856  -3.138
N  -0.446  -0.851  -2.588
C  -1.918  2.097  -2.769
C  -1.720  3.378  -2.016
C  -2.465  4.489  -2.350
C  -2.272  5.725  -1.750
C  -1.289  5.836  -0.776
C  -0.553  4.750  -0.368
C  0.540  4.894  0.647
C  -0.735  3.454  -0.976
N  0.077  2.529  -0.550
H  -2.677  2.226  -3.544
H  -2.238  1.276  -2.115
H  -0.981  1.784  -3.243
H  -3.221  4.398  -3.124
H  -2.860  6.582  -2.053
H  -1.102  6.792  -0.298
H  0.419  5.803  1.237
H  1.508  4.934  0.144
H  0.542  4.024  1.302
C  -1.080  -4.644  2.656
N  -0.941  -3.375  1.993
C  -1.410  -2.205  2.698
C  -0.332  -3.239  0.792
C  0.100  -4.525  0.107
O  -0.127  -2.160  0.277
H  -1.757  -4.537  3.503
H  -0.112  -5.004  3.032
H  -1.494  -5.404  1.987
H  -2.477  -2.286  2.903
H  -1.271  -1.331  2.070
H  -0.863  -2.060  3.633
H  -0.753  -5.182  -0.058
H  0.847  -5.058  0.696
H  0.526  -4.250  -0.855
O  -2.658  0.626  2.775
C  -2.799  1.013  1.617
O  -2.483  0.395  0.558
C  -3.499  2.377  1.396
C  -4.365  2.343  0.156
Ge  -5.387  0.630  -0.003
C  -7.019  0.744  1.168
C  -7.302  1.812  2.005
C  -8.436  1.824  2.798
C  -9.314  0.755  2.772
C  -9.048  -0.322  1.943
C  -7.919  -0.316  1.148
C  -4.763  -1.212  0.395
C  -5.129  -1.830  1.581
C  -4.766  -3.141  1.839
C  -4.015  -3.845  0.914
C  -3.598  -3.217  -0.248
C  -3.970  -1.909  -0.502
C  -6.329  0.619  -1.780
C  -6.882  1.796  -2.271
C  -7.621  1.809  -3.441
C  -7.831  0.633  -4.140
C  -7.288  -0.548  -3.665
C  -6.543  -0.549  -2.498
H  -2.723  3.137  1.287
H  -4.083  2.596  2.292
H  -3.741  2.433  -0.729
H  -5.071  3.180  0.147
H  -6.616  2.648  2.039
H  -8.633  2.671  3.444
H  -10.198  0.756  3.398
H  -9.720  -1.170  1.919
H  -7.716  -1.157  0.496
H  -5.702  -1.278  2.313
H  -5.080  -3.615  2.761
H  -3.739  -4.875  1.104
H  -2.977  -3.744  -0.957
H  -3.618  -1.411  -1.393
H  -6.733  2.717  -1.724
H  -8.039  2.736  -3.811
H  -8.413  0.638  -5.052
H  -7.449  -1.470  -4.208
H  -6.114  -1.473  -2.134

Properties
Calculated total energy: -151880.412 eV
Total charge: -2
LUMO: 4.101 eV
Energy above the lowest of the compared OMol25 structures with the same formula, charge and spin: 0.815 eV

Computed Mulliken charges, given in elementary charges: 1.072, 0.131, 0.213, -0.676, -0.421, -0.666, 0.175, -0.260, 0.082, -0.195, 0.401, 0.341, 0.384, -0.723, 0.647, -0.682, -1.140, 1.142, -0.434, -0.867, -0.650, 1.110, -1.588, 0.504, -0.907, 0.363, -0.125, 0.342, 0.321, 0.349, 0.306, 0.435, 0.291, 0.111, -1.329, 0.574, -0.529, 0.455, -1.639, -0.219, 0.377, 0.352, 0.384, 0.262, -0.400, 0.497, 0.381, 0.392, 0.320, -0.757, 0.032, 0.074, -1.062, 0.096, 1.269, -0.038, -0.450, -0.694, -0.404, -0.756, -0.231, -0.164, 0.093, -1.170, -0.343, -1.025, -0.057, 0.295, -0.606, -0.643, -0.383, -0.681, -0.083, 0.158, 0.364, -0.476, 0.733, 0.216, 0.379, 0.350, 0.381, 0.406, 0.453, 0.318, 0.372, 0.520, 0.507, 0.316, 0.379, 0.352, 0.387, 0.306

Among the records above, which one has the highest calculated total energy?
C40H40AsHfN4O3S